1.
24
Properties=species:S:1:pos:R:3 method="wB97M-V/def2-TZVPD" orbital_gap_ev=7.0 homo_energy_ev=-7.32 lumo_ev=-0.35 e_tot_ha=-555.458810 e_above_lowest_kcal_mol=188.3
O -3.48645 -1.83672 -0.08688
N -2.16449 2.20813 0.23077
C 1.23397 0.67622 -0.25316
C -1.20776 1.23394 -0.02582
C -1.44794 -0.22374 -0.15019
C 0.25283 1.73424 -0.09010
C 2.60995 1.07884 -0.34659
C 0.83414 -0.76883 -0.10175
C -0.48646 -1.14068 -0.08425
C 1.96779 -1.56446 0.20097
C 3.60382 0.20280 0.03373
C -2.96333 -0.44976 0.13386
C 3.20260 -1.18926 0.27658
H 2.02930 -2.72768 0.30012
H -0.55194 -2.20096 0.40157
H -1.94986 3.07596 0.94747
H 4.71802 0.63388 0.20824
H -3.53039 0.18527 -0.53323
H -3.35552 1.54903 0.23562
H -4.31948 -1.78282 -1.18158
H 0.45093 2.78373 -0.07338
H 2.81634 2.12394 -0.35792
H -2.76967 0.00400 1.43432
H 3.90769 -1.94325 0.13872


2.
99
Properties=species:S:1:pos:R:3 method="wB97M-V/def2-TZVPD" orbital_gap_ev="8.0 / 6.1" charge=+2 homo_energy_ev="-12.44 / -13.59" lumo_ev="-4.43 / -7.48" e_tot_ha=-2147.110399 spin_multiplicity=5
Rh -0.10183 0.29234 0.79606
P 0.29589 2.41718 -0.62839
N 2.38912 -0.15022 1.18391
N 4.37560 -0.86360 2.32579
N 0.49198 -1.73832 0.05804
N -1.29621 -3.05760 -0.67759
N 3.05259 0.75512 3.22512
N 0.40745 -3.99044 0.61170
C -2.24770 -1.16378 1.74895
C 3.63744 -0.18852 -0.93060
C 0.42860 0.80705 -2.85948
C 4.83238 3.37397 -0.76726
C -0.38173 1.99772 -2.32779
C -0.14939 -2.95415 -0.02461
C 3.86960 -0.82904 -2.11162
C 1.42236 -3.78163 1.64744
C 2.61361 -0.63800 -0.05901
C 3.28785 -0.06704 2.17643
C -1.85653 4.22631 -0.38419
C -1.41212 0.80712 2.55633
C 5.08340 -1.57005 1.26184
C -1.83288 1.51632 -2.14675
C -2.50511 1.09064 1.66753
C -0.39069 3.12161 -3.37777
C -2.97822 -0.11785 1.15789
C 1.72246 1.12705 3.66386
C 1.67739 -1.62047 -0.56510
C 4.11669 3.37112 -1.95598
C 4.14497 1.39115 3.95765
C -1.69254 -2.05773 -1.66884
C -2.35519 -4.00665 -0.31571
C 4.71308 -1.36960 3.66809
C -0.36378 4.09003 -0.06698
C 3.09708 -1.96215 -2.48528
C 0.40335 5.24872 -0.71718
C 2.02983 -2.35178 -1.73234
C -1.26057 -0.59966 2.60472
C 2.09414 2.74246 -0.77732
C 0.27137 -5.38248 0.16602
C -0.18610 4.19545 1.45343
C 4.18102 3.07140 0.42070
C 2.76038 3.07318 -1.95781
C 2.83178 2.74847 0.40744
H 1.01312 0.38654 3.32649
H -0.82856 -1.49589 -2.00847
H -0.55037 5.17420 1.77619
H 1.71606 1.15197 4.75466
H 0.86114 4.13144 1.75060
H -2.44027 3.37137 -0.04502
H -1.93935 0.80984 -1.32360
H 2.34407 2.48724 1.33423
H 1.27098 -5.81531 0.13636
H -0.63569 -1.15045 3.29264
H -2.04328 4.36474 -1.44845
H -2.88505 2.07508 1.44178
H 5.40845 -0.89871 0.47871
H -0.75308 3.43079 1.98556
H -2.13762 -2.57497 -2.51926
H 4.78184 -2.45644 3.61331
H -0.08128 6.18469 -0.42574
H 5.67037 -0.98044 4.01614
H -2.44831 -4.81226 -1.04250
H -2.52464 2.33893 -1.97202
H 5.88499 3.62773 -0.76482
H -0.34424 -5.97074 0.84572
H 4.23000 1.00946 4.97671
H 4.60891 3.62635 -2.88612
H 1.41451 2.10809 3.29447
H -0.14542 -5.42103 -0.83480
H 4.48472 -2.37676 0.82718
H 0.40163 -0.03547 -2.16355
H 0.58232 3.27758 -3.83926
H 0.40935 5.20740 -1.80751
H 3.32445 -2.48284 -3.40772
H 4.72245 3.09660 1.35966
H -1.07498 2.83719 -4.18156
H -2.23925 5.11082 0.13069
H 5.97370 -2.00829 1.70494
H -3.79439 -0.22942 0.45718
H -3.29430 -3.45441 -0.29108
H -2.14677 1.02002 -3.07030
H 1.43770 5.28888 -0.37581
H 4.22125 0.67402 -0.63555
H 1.47289 1.04477 -3.04752
H -2.41244 -2.22101 1.59612
H 3.94183 2.46192 4.00994
H -2.42488 -1.37376 -1.23748
H -0.73785 4.07656 -2.98814
H 1.32226 -2.78944 2.07573
H 5.08774 1.24070 3.43860
H 4.65454 -0.47895 -2.77167
H 1.27588 -4.53021 2.42410
H -0.01706 0.47402 -3.80195
H -0.96983 1.51840 3.23408
H 2.22895 3.12250 -2.89408
H 3.94023 -1.10958 4.38416
H 2.42476 -3.90199 1.22865
H 1.37925 -3.15147 -2.07232
H -2.17211 -4.41919 0.67120